A molecular structure, ClN2O10Tl. Source: the Open Molecules 2025 dataset; level of theory: ωB97M-V/def2-TZVPD.

CARTESIAN COORDINATES (ANGSTROEM)
Tl -9.4914 -13.5735 2.2891
N -8.9525 -7.4772 2.0996
O -7.9145 -7.9830 1.7037
O -9.4767 -6.6918 1.4286
O -9.5992 -7.6264 3.1581
N -9.5397 -9.8268 -1.1954
O -9.2476 -9.1818 -0.2809
O -8.6725 -10.3266 -1.9236
O -10.6808 -9.9410 -1.4626
Cl -9.1545 -10.3611 2.2128
O -8.8655 -11.8397 2.0842
O -9.7335 -9.8610 3.4813
O -7.8278 -9.8585 2.1107
O -9.9955 -9.8657 1.2085

Its relative energy (zero: lowest compared OMol25 entry of this formula, charge and spin) is 507.0 kJ/mol. Its HOMO-LUMO gap is 3.842 eV. As for the HOMO energy: -9.039 eV. As for the multiplicity: 1.

A molecular structure, C32H21Cl2N4RuS2. Source: the Open Molecules 2025 dataset; level of theory: ωB97M-V/def2-TZVPD.

CARTESIAN COORDINATES (ANGSTROEM)
Ru 0.0656 0.1121 0.9533
S 0.7109 0.3046 3.6442
C 2.1339 0.3026 2.7646
N 2.1166 0.5125 1.4680
C 3.3946 0.4122 0.8831
C 3.6737 0.5294 -0.4953
C 5.0269 0.4786 -0.8475
C 6.0762 0.2875 0.0607
C 5.7658 0.1419 1.3853
C 4.4079 0.2113 1.8120
S 3.7852 0.1573 3.4179
H 2.9225 0.6670 -1.2868
H 5.3111 0.4374 -1.8897
H 7.0910 0.3330 -0.2344
H 6.5899 0.0869 2.1752
N 0.0807 -0.3304 -1.6597
C -0.9946 0.1444 -2.4256
C -0.7865 0.5941 -3.7233
C -1.8707 1.0649 -4.5600
C -3.1432 1.0184 -3.9814
C -3.3872 0.5397 -2.7210
C -2.3512 0.0472 -1.8743
C -2.7053 -0.4467 -0.5359
C -3.9803 -1.0464 -0.4219
C -4.5717 -1.2176 0.8471
C -3.9975 -0.7747 1.9894
C -2.6697 -0.2912 1.8866
C -2.0038 -0.2089 0.7029
H 0.9555 -0.4900 -2.2049
H -0.1294 -1.2209 -1.1448
H 0.2369 0.5891 -4.1133
H -1.7153 1.4455 -5.5622
H -4.0063 1.4600 -4.5233
H -4.3940 0.6889 -2.3071
H -4.5011 -1.4114 -1.3476
H -5.5651 -1.8130 0.8935
H -4.4858 -0.9138 2.9500
H -2.1578 -0.0318 2.8041
N -0.1972 7.6845 0.3493
C -0.1352 6.5354 0.4955
C -0.1110 5.0914 0.6616
C 0.8192 4.4772 1.4985
C 0.7754 3.0830 1.6193
C -0.1474 2.2904 0.9106
C -1.1115 2.9549 0.1275
C -1.0693 4.3297 -0.0287
H 1.5054 5.0803 2.0817
H 1.4869 2.6245 2.2863
H -1.8732 2.3402 -0.4395
H -1.8059 4.8653 -0.6539
Cl 1.7202 -3.0714 -1.5336
C 0.7720 -3.8696 -0.2983
C 0.6089 -5.2566 -0.3794
C -0.0806 -5.9233 0.5966
C -0.6174 -5.2330 1.6744
C -0.4893 -3.8550 1.7827
Cl -1.1371 -3.0470 3.1569
C 0.2031 -3.1103 0.7661
N 0.2927 -1.7576 0.8076
H 0.9962 -5.8102 -1.2774
H -0.2129 -7.0191 0.5248
H -1.1200 -5.7732 2.4935

Its net charge is -2. Its relative energy (zero: lowest compared OMol25 entry of this formula, charge and spin) is 152.4 kJ/mol. Its expectation value of S² is 8.83. Its HOMO-LUMO gap (spin up / spin down) is 2.142 / 5.584 eV. As for the HOMO energy (spin up / spin down): 1.840 / -1.611 eV. As for the multiplicity: 6.

12 unconnected molecules or ions with the total composition C58H81F5O21. Source: the Open Molecules 2025 dataset; level of theory: ωB97M-V/def2-TZVPD.

CARTESIAN COORDINATES (ANGSTROEM)
C 5.3975 -3.7807 -3.8110
C 5.5144 -4.5411 -5.1167
O 4.3261 -5.3373 -5.3613
C 4.3238 -6.0759 -6.5048
O 5.3205 -6.1339 -7.2577
O 3.0880 -6.7883 -6.6214
C 3.0670 -7.7417 -7.6573
H 6.3711 -3.3910 -3.5139
H 5.0152 -4.3277 -2.9492
H 4.7719 -2.8953 -3.9246
H 6.3957 -5.1725 -5.0036
H 5.7454 -3.8832 -5.9545
H 3.6747 -8.6295 -7.4828
H 3.3209 -7.2475 -8.5952
H 2.0587 -8.0960 -7.8718
C -2.3802 7.9314 5.6544
C -1.9664 7.2477 6.9354
O -1.1665 6.0877 6.8204
C -1.7059 4.8737 6.5862
O -2.8580 4.6144 6.5830
O -0.6405 3.9778 6.4001
C -0.9064 2.5532 6.5173
H -1.5201 7.9704 4.9858
H -2.7093 8.9621 5.7866
H -3.2066 7.5654 5.0453
H -2.8628 7.0218 7.5129
H -1.3883 7.9888 7.4872
H -0.9947 2.1824 7.5385
H -0.0834 1.9640 6.1128
H -1.7570 2.2277 5.9185
C 2.8114 8.7140 -2.7390
C 3.0738 9.0789 -1.2778
O 2.2439 8.2805 -0.3852
C 2.4684 7.0273 -0.0831
O 3.4191 6.2767 -0.3867
O 1.3801 6.6970 0.6624
C 1.2409 5.3996 1.2432
H 3.6678 9.0785 -3.3063
H 1.8483 9.1173 -3.0519
H 2.7630 7.6572 -3.0019
H 2.9274 10.1591 -1.2806
H 4.0648 8.9323 -0.8483
H 1.7923 5.3004 2.1782
H 1.5194 4.5871 0.5721
H 0.1849 5.2188 1.4440
C -7.8533 -2.8112 -1.8047
C -7.9847 -1.7400 -0.7387
O -7.8352 -2.3839 0.5096
C -8.9334 -2.7993 1.1956
O -10.0916 -2.7337 0.8193
O -8.4543 -3.2890 2.4344
C -9.4076 -3.7223 3.4200
H -8.3155 -3.7756 -1.5940
H -6.7983 -3.0118 -1.9912
H -8.1882 -2.3652 -2.7412
H -8.8971 -1.1715 -0.9185
H -7.0861 -1.1654 -0.9637
H -10.2209 -4.3163 3.0033
H -9.8027 -2.7956 3.8363
H -8.7806 -4.2454 4.1421
C -6.7617 0.5461 5.1083
C -7.1557 0.8135 6.5652
O -8.1368 -0.0803 6.9464
C -8.6307 -0.1103 8.1580
O -8.4520 0.7626 9.0187
O -9.3107 -1.2110 8.2423
C -10.0700 -1.5064 9.4007
H -6.5878 -0.5285 5.0522
H -5.9399 1.1880 4.7910
H -7.5542 0.7803 4.3975
H -7.4648 1.8546 6.6586
H -6.3135 0.6621 7.2404
H -10.6680 -2.4147 9.3267
H -10.7270 -0.6653 9.6218
H -9.4084 -1.4898 10.2669
C 4.9875 -4.5854 4.8816
C 5.9096 -4.1802 3.7110
O 6.7857 -3.1146 4.2471
C 7.7247 -2.5508 3.4066
O 7.7208 -2.6217 2.1765
O 8.5156 -1.8437 4.1791
C 9.4775 -1.0092 3.5212
H 5.5543 -4.8674 5.7689
H 4.3415 -5.4067 4.5714
H 4.3994 -3.7326 5.2207
H 5.2405 -3.7882 2.9451
H 6.4794 -5.0536 3.3937
H 10.2009 -1.5940 2.9530
H 10.0014 -0.4604 4.3038
H 8.9667 -0.3291 2.8396
C -1.8257 -1.4919 1.2616
C -0.4671 -2.0226 1.6131
O 0.4240 -1.1761 0.8525
C 1.5196 -0.7126 1.4557
O 1.8242 -0.7143 2.6741
O 2.2894 -0.1162 0.4783
C 3.4838 0.5514 0.7963
H -1.8907 -0.4481 1.5689
H -2.6051 -2.1892 1.5686
H -1.9986 -1.4194 0.1878
H -0.3425 -3.0582 1.2966
H -0.5317 -1.9964 2.7009
H 3.3339 1.3701 1.5001
H 3.9695 0.9848 -0.0780
H 4.1134 -0.2082 1.2597
F -8.0430 -8.0680 0.6649
C -6.7941 -8.7217 0.5814
C -5.6763 -7.9559 0.7168
C -4.4215 -8.5443 0.5591
C -4.2464 -9.8543 0.3926
C -5.3703 -10.6150 0.2982
C -6.6688 -10.0532 0.4488
H -5.7670 -6.8868 0.8404
H -3.5936 -7.8531 0.6156
H -3.2982 -10.3623 0.2961
H -5.2968 -11.6657 0.0593
H -7.5476 -10.6770 0.3789
F -1.6134 -3.8842 -4.8271
C -1.5976 -2.8296 -5.6034
C -1.3732 -1.5492 -5.1007
C -1.2860 -0.4218 -5.9354
C -1.3968 -0.6240 -7.3129
C -1.6639 -1.8999 -7.8480
C -1.7126 -2.9720 -6.9536
H -1.2952 -1.3720 -4.0382
H -1.1477 0.5665 -5.5224
H -1.4125 0.2153 -7.9925
H -1.8591 -2.0904 -8.8930
H -1.9136 -3.9654 -7.3266
F -4.9474 3.4958 -0.2614
C -4.4372 4.7366 -0.5157
C -5.0971 5.8479 0.0426
C -4.7028 7.1640 -0.1353
C -3.5515 7.3926 -0.9837
C -2.9130 6.2794 -1.6498
C -3.3987 4.9901 -1.4160
H -5.9708 5.7066 0.6615
H -5.0966 7.9744 0.4601
H -3.1003 8.3613 -1.1401
H -2.0822 6.4756 -2.3115
H -2.9206 4.1325 -1.8659
F 14.2447 1.4750 -4.2407
C 13.2166 1.3371 -3.4191
C 12.2645 2.3523 -3.1817
C 11.1214 2.1003 -2.4160
C 10.9195 0.8366 -1.8761
C 11.8691 -0.1507 -2.0964
C 13.0101 0.0754 -2.8466
H 12.3473 3.2620 -3.7578
H 10.3769 2.8541 -2.2067
H 10.0573 0.5887 -1.2747
H 11.7463 -1.1321 -1.6624
H 13.7821 -0.6687 -2.9759
F 6.1408 1.9066 -7.2656
C 4.8856 2.4193 -7.0517
C 4.0836 2.7887 -8.1151
C 2.9097 3.5373 -7.9353
C 2.5083 3.8299 -6.6093
C 3.2871 3.3499 -5.5384
C 4.4766 2.7089 -5.7850
H 4.3694 2.5280 -9.1234
H 2.3294 3.9027 -8.7697
H 1.6549 4.4576 -6.3994
H 3.0335 3.5613 -4.5101
H 5.1580 2.4665 -4.9829

Its SMILES is CCOC(=O)OC.CCOC(=O)OC.CCOC(=O)OC.CCOC(=O)OC.CCOC(=O)OC.CCOC(=O)OC.CCOC(=O)OC.Fc1ccccc1.Fc1ccccc1.Fc1ccccc1.Fc1ccccc1.Fc1ccccc1. Its relative energy (zero: lowest compared OMol25 entry of this formula, charge and spin) is 496.8 kJ/mol. Its HOMO-LUMO gap is 9.245 eV. As for the HOMO energy: -9.220 eV. As for the multiplicity: 1.

2 unconnected molecules or ions with the total composition C28H44BrF2N2O3S. Source: the Open Molecules 2025 dataset; level of theory: ωB97M-V/def2-TZVPD.

CARTESIAN COORDINATES (ANGSTROEM)
C -4.6810 4.3716 -2.4791
C -3.4636 3.5899 -2.9660
C -3.2971 2.2853 -2.1594
C -1.8371 1.7592 -2.1194
C -1.7766 0.3743 -2.7950
C -1.1599 1.6991 -0.7383
C -1.5726 2.7984 0.2542
C -1.5280 4.2347 -0.2893
C -0.9971 5.2064 0.7674
Br -0.0459 6.7095 -0.0216
C 0.3788 1.6403 -1.0099
N 1.1030 2.8759 -0.8761
C 1.7133 3.1607 0.4329
C 2.1119 2.9806 -1.8961
C 2.5160 4.3800 -2.2562
O 2.5984 1.9921 -2.4170
S 1.0769 0.2312 -0.0173
C -0.4807 -0.3181 0.3896
C -0.5330 -1.5961 1.1331
C -0.5641 -2.8295 0.1969
C -0.9739 -4.0660 1.0040
C 0.2262 -4.6916 1.7335
O -0.0216 -4.7763 3.1322
C 0.2840 -3.6848 3.8924
C 1.6934 -3.1548 3.8905
O -0.5768 -3.1906 4.6254
N -1.4693 0.4253 -0.0070
C -2.8574 0.0280 0.2841
C -3.2414 0.1124 1.7522
F -3.0957 -1.2111 -0.2404
H -5.5666 3.7674 -2.6656
H -4.6351 4.4980 -1.3999
H -4.8144 5.3189 -2.9847
H -2.5556 4.1836 -2.9342
H -3.6478 3.3156 -4.0016
H -3.7318 2.4432 -1.1765
H -3.9210 1.5476 -2.6542
H -1.2520 2.4502 -2.7191
H -0.8671 -0.1707 -2.5541
H -1.7476 0.5441 -3.8673
H -2.6626 -0.2099 -2.5859
H -2.6051 2.6090 0.5364
H -1.0026 2.7007 1.1722
H -0.8931 4.3161 -1.1614
H -2.5147 4.5727 -0.5809
H -1.8076 5.6474 1.3309
H -0.3042 4.7311 1.4445
H 0.5135 1.2690 -2.0164
H 2.6774 2.6713 0.5572
H 1.9029 4.2307 0.4917
H 1.0514 2.9202 1.2500
H 2.0445 5.0927 -1.5859
H 3.5868 4.4963 -2.1412
H 2.1954 4.6105 -3.2645
H 0.3824 -1.6617 1.7167
H -1.3571 -1.6580 1.8321
H -1.2375 -2.6875 -0.6408
H 0.4321 -2.9618 -0.2166
H -1.4606 -4.7707 0.3399
H -1.6986 -3.7893 1.7641
H 1.1256 -4.1426 1.4615
H 0.3755 -5.7077 1.3856
H 2.1612 -3.1301 2.9129
H 1.6690 -2.1521 4.2948
H 2.3284 -3.7648 4.5250
H -3.4742 0.7319 -0.2612
H -3.2929 -0.8790 2.1906
H -2.5097 0.6720 2.3238
H -4.2113 0.5767 1.8735
F 3.1381 -3.5309 0.9154
C 4.1555 -4.4240 0.7380
C 3.8666 -5.6628 0.2079
C 4.9044 -6.5656 0.0293
C 6.1996 -6.2192 0.3872
C 6.4616 -4.9656 0.9219
C 5.4322 -4.0527 1.0981
H 2.8487 -5.9148 -0.0593
H 4.6998 -7.5407 -0.3902
H 7.0049 -6.9270 0.2489
H 7.4697 -4.6960 1.2040
H 5.6148 -3.0678 1.5071

Its net charge is +1. Its HOMO-LUMO gap is 8.220 eV. As for the HOMO energy: -11.439 eV. As for the multiplicity: 1.

2 unconnected molecules or ions with the total composition C3H2F2O2. Source: the Open Molecules 2025 dataset; level of theory: ωB97M-V/def2-TZVPD.

CARTESIAN COORDINATES (ANGSTROEM)
C 3.1176 -0.0798 -0.2582
C -2.0771 -0.1538 -0.2740
C -1.0383 0.1032 0.4885
O 3.5719 -1.1139 -0.2784
O 2.7815 1.0014 -0.2686
F -2.9717 0.8250 -0.2173
F -0.0239 -0.7517 0.6730
H -2.3545 -0.7142 -1.1139
H -1.0055 0.8838 1.2489

Its relative energy (zero: lowest compared OMol25 entry of this formula, charge and spin) is 37.4 kJ/mol. Its expectation value of S² is 2.01. Its HOMO-LUMO gap (spin up / spin down) is 6.369 / 10.838 eV. As for the HOMO energy (spin up / spin down): -5.767 / -12.977 eV. As for the multiplicity: 3.

2 unconnected molecules or ions with the total composition C5H11NO. Source: the Open Molecules 2025 dataset; level of theory: ωB97M-V/def2-TZVPD.

CARTESIAN COORDINATES (ANGSTROEM)
C -1.5705 1.3136 -2.0200
N -0.7930 1.9858 -1.0144
C -0.6753 2.0083 0.1810
O -0.4680 2.1189 1.3354
C 0.9446 -1.0345 0.1452
C 1.9021 -0.4742 1.1952
C -0.3833 -1.4806 0.7550
H -1.4630 0.2269 -1.9342
H -1.2199 1.6230 -3.0062
H -2.6292 1.5763 -1.9292
H 0.7613 -0.2710 -0.6235
H 1.4139 -1.8814 -0.3720
H 1.4555 0.3869 1.7054
H 2.8461 -0.1481 0.7452
H 2.1362 -1.2300 1.9546
H -0.2265 -2.2854 1.4832
H -0.8686 -0.6520 1.2856
H -1.0780 -1.8547 -0.0066

Its SMILES is CN=C=O.CCC. Its relative energy (zero: lowest compared OMol25 entry of this formula, charge and spin) is 80.8 kJ/mol. Its HOMO-LUMO gap is 11.177 eV. As for the HOMO energy: -10.390 eV. As for the multiplicity: 1.

A single C19H22BrN3O2 molecule. Source: the Open Molecules 2025 dataset; level of theory: ωB97M-V/def2-TZVPD.

CARTESIAN COORDINATES (ANGSTROEM)
O 0.6359 1.2926 -2.4223
Br -5.9830 0.7213 3.9601
N 0.5663 5.2041 0.9963
O -1.3746 -1.9900 1.0303
C 1.5964 0.9870 -1.7763
C 0.3280 4.9112 -0.2963
C 1.2534 4.3444 1.7399
C -4.7898 -0.6593 1.7422
C -3.2225 -0.1532 3.4966
C -3.7657 -1.2338 0.9969
C -2.2083 -0.7443 2.7649
C 0.8506 3.7574 -0.8447
C 1.7918 3.1548 1.2054
C -4.5065 -0.0812 2.9736
C -2.4623 -1.3300 1.5490
C 1.5898 2.8404 -0.1420
N 2.1437 1.6813 -0.7017
N 2.2977 -0.1808 -1.9698
C -1.5946 -2.7652 -0.1705
C 3.2850 0.9598 -0.1565
C 3.4934 -0.2196 -1.1629
C 1.8021 -1.2311 -2.8538
C -0.3372 -3.5311 -0.5058
C 0.5329 -1.9357 -2.3014
C 0.8270 -2.6145 -0.9511
H -0.2913 5.5746 -0.8626
H 1.3967 4.5959 2.7593
H -5.8204 -0.5780 1.3781
H -3.0615 0.2328 4.5140
H -3.9355 -1.5558 -0.0397
H -1.2009 -0.7709 3.1614
H 0.6705 3.6153 -1.9223
H 2.3568 2.4636 1.8162
H -1.9114 -2.1569 -1.0008
H -2.4359 -3.4623 -0.0301
H 3.0851 0.5241 0.8307
H 4.1428 1.5990 -0.0780
H 3.6276 -1.1702 -0.6126
H 4.3649 -0.0406 -1.8111
H 1.6079 -0.7647 -3.8225
H 2.5646 -1.9896 -2.9757
H 0.0191 -4.1467 0.3348
H -0.5557 -4.2276 -1.3551
H 0.2012 -2.6626 -3.0628
H -0.2989 -1.1930 -2.1680
H 1.7348 -3.2294 -1.0591
H 0.9902 -1.8421 -0.1946

Its SMILES is O=C1N(CCCCCOc2ccc(Br)cc2)CCN1c1ccncc1. Its relative energy (zero: lowest compared OMol25 entry of this formula, charge and spin) is 19.3 kJ/mol. Its HOMO-LUMO gap is 9.074 eV. As for the HOMO energy: -8.515 eV. As for the multiplicity: 1.

A single C18H32O2 molecule. Source: the Open Molecules 2025 dataset; level of theory: ωB97M-V/def2-TZVPD.

CARTESIAN COORDINATES (ANGSTROEM)
C -4.9690 -1.0602 -0.3817
C -3.9513 -2.1931 -0.3094
C -2.5143 -1.6753 -0.3304
C -1.5033 -2.8125 -0.2018
H -1.6668 -3.5203 -1.0192
H -1.6762 -3.3468 0.7353
C -0.0488 -2.3370 -0.2468
C 0.3719 -1.6269 1.0025
C 1.6075 -1.5713 1.4770
C 2.8199 -2.2124 0.8485
C 3.1020 -1.6890 -0.5317
C 3.7365 -0.5620 -0.8239
C 4.3101 0.4130 0.1577
H 4.7042 -0.1266 1.0227
C 3.2935 1.4435 0.6723
C 2.6854 2.3207 -0.4257
C 1.4593 1.6915 -1.0917
C 0.2069 1.7327 -0.2141
C -0.5027 3.0851 -0.2551
H -0.9331 3.2405 -1.2459
H 0.2110 3.8886 -0.0664
C -1.6147 3.1674 0.7964
C -2.5918 2.0311 0.6450
O -2.8421 1.2143 1.4925
O -3.1745 2.0114 -0.5572
H -3.7690 1.2448 -0.6278
H -2.1614 4.1051 0.6803
H -1.1956 3.1197 1.8020
H -0.4884 0.9612 -0.5504
H 0.4734 1.4949 0.8166
H 1.6899 0.6534 -1.3305
H 1.2496 2.2123 -2.0293
H 2.3997 3.2834 0.0038
H 3.4452 2.5199 -1.1847
H 3.8081 2.0812 1.3956
H 2.4977 0.9168 1.1982
H 5.1407 0.9445 -0.3130
H 3.8701 -0.3010 -1.8663
H 2.7326 -2.2982 -1.3459
H 2.6599 -3.2930 0.7877
H 3.6834 -2.0361 1.4927
H 1.7897 -1.0337 2.3981
H -0.4179 -1.1245 1.5435
H 0.6037 -3.1986 -0.4078
H 0.0817 -1.6679 -1.1040
H -2.3341 -1.1407 -1.2684
H -2.3837 -0.9702 0.4919
H -4.1055 -2.8770 -1.1480
H -4.1118 -2.7574 0.6115
H -4.8681 -0.5145 -1.3203
H -4.8273 -0.3795 0.4561
H -5.9827 -1.4513 -0.3307

Its SMILES is CCCCC/C=C\C/C=C\CCCCCCCC(=O)O. Its relative energy (zero: lowest compared OMol25 entry of this formula, charge and spin) is 40.3 kJ/mol. Its HOMO-LUMO gap is 9.772 eV. As for the HOMO energy: -8.874 eV. As for the multiplicity: 1.

A single C2H5NS molecule. Source: the Open Molecules 2025 dataset; level of theory: ωB97M-V/def2-TZVPD.

CARTESIAN COORDINATES (ANGSTROEM)
C -0.5715 0.3465 -0.0170
C -0.0782 -1.0245 0.2078
N 0.6723 1.0820 0.2629
S 1.8260 -0.2490 -0.0417
H -0.8743 0.2558 -1.0928
H -1.2274 0.8797 0.7186
H -0.2232 -1.3814 1.1424
H -0.3238 -1.6658 -0.6705
H 0.8000 1.7567 -0.5097

Its SMILES is C1CSN1. Its relative energy (zero: lowest compared OMol25 entry of this formula, charge and spin) is 238.8 kJ/mol. Its HOMO-LUMO gap is 8.390 eV. As for the HOMO energy: -8.137 eV. As for the multiplicity: 1.

Calculated largest force on an atom (Eh/bohr), listed in the same order as above: 0.1815 0.0677 0.0796 0.0510 0.2232 0.0147 0.0600 0.0143 0.0799